Model w:
Below is a 10-piece molecular cluster, C40H110N10O10 overall, with properties calculated with ωB97M-V/def2-TZVPD.

Results
- Spin multiplicity: 1
- E_HOMO: -8.63 eV
- Lowest unoccupied orbital energy: 0.4270 eV

Structure (XYZ):
```
170
Properties=species:S:1:pos:R:3:mulliken_charge:R:1
C 20.2190 -9.9776 4.6283 -0.411
O 20.4184 -10.7636 5.7828 -0.471
C 21.4067 -11.7632 5.6599 0.942
C 21.4286 -12.5722 6.9610 0.511
C 21.9558 -11.7820 8.1359 -1.480
N 22.0761 -13.9021 6.8850 -0.662
H 19.6099 -9.1386 4.9603 0.338
H 19.6622 -10.5509 3.8757 0.123
H 21.1888 -9.6862 4.2095 0.161
H 21.1375 -12.4294 4.8321 0.108
H 22.3821 -11.2738 5.5152 -0.542
H 20.3654 -12.7962 7.1155 0.191
H 21.3735 -10.8718 8.2800 0.327
H 23.0412 -11.6476 8.0878 0.154
H 21.8583 -12.3358 9.0744 0.423
H 21.5145 -14.3371 6.1452 0.101
H 22.9796 -13.7806 6.4253 0.293
C 27.7786 -8.9736 7.4929 -0.728
O 26.7249 -9.2995 6.6279 -0.321
C 26.6964 -10.6794 6.2630 -1.203
C 25.7866 -10.8722 5.0589 0.650
C 25.4882 -12.3273 4.7240 -1.140
N 26.2199 -10.0613 3.8923 0.092
H 27.8463 -7.8982 7.6387 0.295
H 28.7428 -9.2299 7.0312 0.202
H 27.7778 -9.5362 8.4320 0.319
H 27.6460 -11.2193 6.1964 0.441
H 26.1558 -11.0941 7.1272 0.496
H 24.8134 -10.4432 5.3278 0.314
H 26.4064 -12.9092 4.6190 0.345
H 24.8727 -12.3928 3.8290 -0.162
H 24.9063 -12.7078 5.5646 0.491
H 26.1036 -9.0852 4.1263 0.354
H 27.1998 -10.3271 3.7976 -0.322
C 20.6152 -8.5716 -2.5709 0.127
O 19.7891 -8.1764 -3.6650 -0.389
C 18.4905 -8.7066 -3.5625 -0.061
C 17.7008 -8.1223 -4.7643 -0.028
C 18.3063 -8.5378 -6.1057 -1.487
N 17.6375 -6.6512 -4.8227 -0.668
H 21.5247 -7.9750 -2.6017 0.096
H 20.7854 -9.6473 -2.6617 0.307
H 20.1347 -8.3368 -1.6161 -0.360
H 18.4768 -9.7925 -3.6989 0.197
H 17.9353 -8.3660 -2.6818 0.102
H 16.6915 -8.5488 -4.7716 0.409
H 18.4623 -9.6091 -6.2377 0.381
H 19.3022 -8.1060 -6.2302 0.295
H 17.6178 -8.1095 -6.8337 0.399
H 18.4991 -6.3640 -5.2661 0.316
H 17.5441 -6.3047 -3.8750 0.287
C 17.2840 -8.4465 0.5009 -0.724
O 17.8716 -9.6613 0.9320 -0.291
C 18.5460 -10.4245 -0.0663 0.646
C 18.0831 -11.8624 0.0663 0.408
C 18.4506 -12.5082 1.4065 -1.061
N 18.7931 -12.6111 -1.0063 -0.724
H 16.3462 -8.6435 -0.0312 0.296
H 17.9517 -7.8432 -0.1177 0.207
H 17.0186 -7.9718 1.4453 0.258
H 18.2644 -10.0651 -1.0648 -0.400
H 19.6225 -10.2387 -0.0099 -0.135
H 17.0021 -11.9441 -0.0696 0.289
H 17.7602 -12.1622 2.1741 0.372
H 19.4835 -12.4215 1.7405 0.068
H 18.2887 -13.5738 1.2145 0.330
H 18.2769 -13.4804 -1.1505 0.297
H 18.5764 -12.1650 -1.9000 0.198
C 21.8082 -7.1124 0.8124 -1.111
O 22.0776 -8.4730 0.6048 0.412
C 23.3712 -8.9639 0.8801 -1.373
C 23.4803 -10.4564 0.7137 1.235
C 22.5107 -11.2094 1.6171 -1.287
N 24.7760 -10.9141 1.1896 2.058
H 20.8291 -6.9648 0.3509 0.155
H 22.4940 -6.4421 0.2839 0.362
H 21.7547 -6.9506 1.8938 0.297
H 24.1340 -8.4261 0.2945 0.383
H 23.7128 -8.6613 1.8822 0.339
H 23.2126 -10.8820 -0.2597 0.125
H 22.5981 -12.2948 1.6406 0.402
H 21.4473 -10.9875 1.4620 -0.420
H 22.5800 -10.8773 2.6642 0.072
H 25.5452 -10.3132 0.9015 -0.830
H 24.8379 -10.8077 2.2003 -0.864
C 30.2673 -9.9337 4.3283 -0.843
O 29.2405 -10.1781 3.4086 -0.277
C 29.7267 -10.8098 2.2346 -1.397
C 28.6190 -11.2000 1.2189 0.907
C 27.8132 -9.9870 0.7340 -0.597
N 27.6610 -12.1286 1.8434 0.464
H 30.7866 -10.7395 4.8585 0.354
H 29.7841 -9.3319 5.1024 0.117
H 31.0315 -9.2748 3.8967 0.355
H 30.3964 -10.1798 1.6339 0.467
H 30.3203 -11.7023 2.4570 0.473
H 29.0742 -11.6709 0.3427 0.379
H 27.2227 -9.4935 1.5066 0.269
H 27.1018 -10.2228 -0.0583 -0.585
H 28.4898 -9.2617 0.2739 0.594
H 26.9566 -11.5362 2.2588 -1.129
H 28.1164 -12.6553 2.5810 0.355
C 24.8924 -7.5775 -2.4226 -0.489
O 25.6225 -8.7878 -2.4042 -0.322
C 25.0289 -9.8180 -3.1597 -0.535
C 25.8211 -11.0938 -2.8464 2.166
C 27.2629 -11.1544 -3.3559 -1.744
N 25.1016 -12.2957 -3.2664 -0.761
H 25.3689 -6.8175 -1.8089 0.303
H 23.9064 -7.8297 -2.0119 -0.092
H 24.7863 -7.1861 -3.4391 0.414
H 24.0266 -9.9754 -2.7278 -0.073
H 24.9485 -9.5186 -4.2105 0.501
H 25.7948 -11.0992 -1.7467 -1.075
H 27.9524 -10.4149 -2.9592 0.312
H 27.1981 -11.1999 -4.4440 0.422
H 27.6651 -12.1241 -3.0444 0.370
H 24.2483 -12.4063 -2.7346 0.384
H 25.6740 -13.1166 -3.1128 0.304
C 28.1561 -14.5006 -0.9375 -0.410
O 27.0220 -15.2018 -1.4080 -0.381
C 26.2397 -15.7404 -0.3676 -1.002
C 25.7003 -14.7351 0.6351 1.604
C 24.7372 -15.2031 1.7192 -1.095
N 24.9402 -13.7329 -0.1222 -0.560
H 28.9089 -14.4538 -1.7236 0.400
H 28.5745 -14.8829 -0.0043 0.362
H 27.9218 -13.4457 -0.7439 -0.152
H 25.4111 -16.2976 -0.8168 0.355
H 26.7821 -16.5443 0.1536 0.408
H 26.6343 -14.4144 1.1193 -0.361
H 24.4703 -14.4239 2.4393 -0.283
H 25.2505 -15.8486 2.4473 0.447
H 23.8246 -15.6728 1.3583 0.354
H 24.6422 -13.0079 0.5277 0.016
H 25.6604 -13.2628 -0.6730 -0.004
C 21.8482 -15.2420 3.2456 -1.103
O 20.8897 -15.0909 4.2621 -0.236
C 19.5382 -15.2755 3.9182 -0.856
C 18.5420 -15.0039 5.0327 1.052
C 18.8149 -15.6166 6.3858 -1.514
N 17.1973 -15.3199 4.5750 -0.674
H 22.8011 -15.2719 3.7769 0.421
H 21.9720 -14.4058 2.5525 0.322
H 21.7753 -16.1753 2.6838 0.478
H 19.2034 -14.8806 2.9565 0.288
H 19.4208 -16.3662 3.7519 0.467
H 18.7312 -13.9230 5.1433 -0.202
H 18.6425 -16.6893 6.5100 0.346
H 18.4343 -15.0918 7.2657 0.385
H 19.8779 -15.5762 6.6809 0.371
H 17.1949 -16.2788 4.2352 0.298
H 16.5393 -15.3294 5.3429 0.297
C 21.9493 -2.9247 1.9423 -0.716
O 22.9848 -2.8544 0.9836 -0.313
C 22.6098 -2.1699 -0.2040 -0.920
C 21.6554 -3.0062 -1.0787 1.044
C 22.3940 -4.1281 -1.7809 -1.128
N 21.0161 -2.0924 -2.0027 -0.756
H 22.3426 -3.0728 2.9465 0.262
H 21.1850 -3.6555 1.6789 0.240
H 21.4988 -1.9242 2.0131 0.350
H 22.1298 -1.2255 0.0794 0.375
H 23.5000 -1.8956 -0.7695 0.281
H 20.9028 -3.3866 -0.3764 0.020
H 23.0126 -3.8658 -2.6372 0.400
H 21.6466 -4.8448 -2.1370 0.209
H 22.9860 -4.6395 -1.0203 0.235
H 20.5197 -2.5142 -2.7751 0.228
H 20.3684 -1.4856 -1.5169 0.227
```


Model x:
Below is a 10-piece molecular cluster, C40H110N10O10 overall, with properties calculated with ωB97M-V/def2-TZVPD.

Results
- Spin multiplicity: 1
- E_HOMO: -8.90 eV
- Lowest unoccupied orbital energy: 0.5227 eV

Structure (XYZ):
```
170
Properties=species:S:1:pos:R:3:mulliken_charge:R:1
C 3.6959 1.0397 2.7236 -0.795
O 4.5761 1.5620 1.7631 -0.246
C 5.2041 2.7403 2.1776 -1.227
C 4.4296 4.0530 1.9602 1.763
C 3.9508 4.2560 0.5212 -1.097
N 5.1966 5.2215 2.3887 -0.786
H 2.8957 1.7156 3.0468 0.241
H 4.2559 0.8042 3.6437 0.535
H 3.2969 0.0912 2.3666 0.197
H 5.4288 2.7876 3.2519 0.395
H 6.1029 2.8498 1.5643 0.329
H 3.5601 3.9043 2.6133 -0.746
H 3.1050 3.6022 0.2911 -0.095
H 4.7701 4.1733 -0.1885 0.275
H 3.4025 5.2028 0.4655 0.548
H 4.6482 6.0561 2.2299 0.289
H 5.3540 5.1465 3.3896 0.280
C 5.5150 -4.3671 -4.1514 -0.603
O 4.6022 -4.4248 -3.0594 -0.307
C 3.2814 -4.5536 -3.5588 -0.641
C 2.3023 -4.4241 -2.3967 0.629
C 2.2546 -3.0088 -1.8094 -0.800
N 2.7128 -5.2648 -1.2287 -0.824
H 6.5184 -4.2874 -3.7379 0.251
H 5.2670 -3.5508 -4.8307 0.142
H 5.4715 -5.3440 -4.6488 0.324
H 3.0743 -3.7919 -4.3198 0.269
H 3.1687 -5.5065 -4.0902 0.481
H 1.2679 -4.7036 -2.5971 0.040
H 1.8762 -2.3291 -2.5828 -0.309
H 3.1742 -2.5987 -1.3913 0.594
H 1.5381 -2.9434 -0.9887 0.014
H 3.6021 -4.9128 -0.8852 0.344
H 2.9754 -6.1611 -1.6459 0.275
C -0.0895 -0.8573 -6.1999 -0.305
O 1.2741 -0.6913 -6.5127 -0.510
C 1.9386 -0.0822 -5.3909 0.695
C 3.3630 0.2983 -5.8067 0.458
C 4.2641 -0.9180 -5.9353 -1.550
N 3.8912 1.1463 -4.7529 -0.370
H -0.6398 0.0888 -6.2736 0.293
H -0.3426 -1.4122 -5.2951 -0.167
H -0.5048 -1.4259 -7.0408 0.441
H 1.3739 0.8466 -5.2566 -0.041
H 1.9225 -0.7260 -4.5107 -0.239
H 3.3760 0.6805 -6.8342 0.209
H 4.0375 -1.5846 -6.7693 0.405
H 4.2305 -1.4417 -4.9715 0.117
H 5.3371 -0.7618 -6.0943 0.487
H 3.4048 2.0205 -4.5960 0.017
H 4.8502 1.4614 -4.8467 0.267
C 1.6644 -0.4079 6.1388 -0.799
O 0.5453 -1.2330 5.8866 -0.171
C 0.9281 -2.6027 5.9641 -0.860
C -0.3049 -3.5094 5.7769 0.316
C 0.1808 -4.9552 5.9613 -1.545
N -0.8158 -3.2812 4.4170 -0.345
H 2.4877 -0.4550 5.4181 0.319
H 2.0526 -0.5981 7.1420 0.352
H 1.3195 0.6269 6.0982 0.200
H 1.6597 -2.7556 5.1609 0.346
H 1.3935 -2.8333 6.9326 0.486
H -1.1448 -3.3082 6.4437 0.369
H -0.6323 -5.6711 5.8653 0.362
H 0.7109 -5.0060 6.9148 0.406
H 0.9571 -5.2851 5.2631 0.337
H -0.8992 -2.2908 4.1863 0.070
H 0.0392 -3.4378 3.8708 0.214
C -3.3811 0.1381 5.0221 -0.719
O -4.0959 -0.1578 3.8407 -0.239
C -4.7027 0.9800 3.2589 -0.452
C -5.0301 0.6837 1.8235 0.851
C -3.8046 0.5978 0.9537 -0.554
N -6.0149 1.6345 1.2406 -0.703
H -2.4585 0.6689 4.7600 0.220
H -3.1357 -0.7850 5.5421 0.163
H -3.9756 0.7835 5.6766 0.360
H -5.5534 1.3744 3.8291 0.454
H -3.9305 1.7618 3.2887 -0.157
H -5.4985 -0.3109 1.8108 0.145
H -3.3282 1.5701 0.7938 0.275
H -4.0550 0.2399 -0.0531 0.129
H -3.0329 -0.0965 1.2856 -0.482
H -6.1617 1.2656 0.3069 0.282
H -6.8712 1.5281 1.7735 0.332
C -2.2859 -5.3201 -2.4816 -0.670
O -2.5449 -4.0461 -3.0283 -0.385
C -1.6110 -3.0798 -2.5965 -0.431
C -2.3393 -1.7368 -2.3996 1.641
C -3.3367 -1.3810 -3.4951 -1.699
N -1.3269 -0.6758 -2.2404 0.025
H -3.1315 -5.9438 -2.7640 0.334
H -2.1267 -5.3207 -1.3976 0.255
H -1.3737 -5.8077 -2.8510 0.264
H -1.1158 -3.3434 -1.6581 0.436
H -0.8316 -2.8732 -3.3435 -0.155
H -2.8009 -1.8209 -1.4050 -0.563
H -3.9926 -2.2349 -3.6518 0.369
H -2.7283 -1.1609 -4.3722 0.149
H -3.9581 -0.5453 -3.1753 0.406
H -0.5820 -0.8611 -1.5784 -0.377
H -1.7841 0.1456 -1.8587 0.153
C -1.5893 3.6736 -2.8768 -0.828
O -0.2090 3.7681 -2.7544 -0.315
C 0.4454 3.8219 -4.0026 -0.808
C 1.9707 3.8996 -3.8763 3.283
C 2.5309 4.9587 -2.8816 -1.734
N 2.5013 4.1966 -5.2121 -0.627
H -1.9700 2.8773 -3.5365 0.371
H -2.0418 4.6158 -3.2043 0.318
H -2.0443 3.3333 -1.9404 0.124
H 0.2330 2.8829 -4.5217 0.057
H 0.1409 4.6997 -4.5841 0.385
H 2.3704 2.9978 -3.4115 -2.075
H 3.6119 4.8422 -2.8133 0.369
H 2.0732 4.9309 -1.8906 0.210
H 2.3499 5.9874 -3.2130 0.366
H 2.0552 5.0750 -5.4511 0.345
H 3.4999 4.2976 -5.3060 0.270
C -6.1912 -2.7896 -1.5201 -0.485
O -6.3273 -2.7397 -0.1224 -0.516
C -5.0459 -2.8405 0.4649 0.212
C -4.9936 -3.1186 1.9428 0.497
C -3.5536 -3.0560 2.5330 -0.464
N -5.5974 -4.4223 2.2297 -0.719
H -5.6279 -3.6453 -1.9103 0.221
H -5.5893 -1.9216 -1.8300 0.041
H -7.1279 -2.7416 -2.0689 0.408
H -4.5031 -3.6866 0.0156 0.519
H -4.4747 -1.9454 0.1908 -0.593
H -5.5382 -2.4573 2.6264 0.158
H -3.1114 -2.0731 2.3868 -0.593
H -2.9558 -3.7829 1.9736 0.369
H -3.6927 -3.3595 3.5638 0.426
H -5.1105 -5.1843 1.7531 0.310
H -5.3913 -4.6809 3.1924 0.301
C -0.0646 -1.6369 1.4863 -0.710
O 0.3934 -0.8304 0.3782 0.808
C 0.5181 0.5269 0.7755 -0.489
C 0.8011 1.3285 -0.4998 1.989
C 2.1507 0.9105 -1.1082 -0.230
N 0.7866 2.7927 -0.3204 0.436
H -1.0999 -1.3873 1.7190 -0.099
H 0.5644 -1.4124 2.3497 0.341
H 0.0362 -2.6337 1.0672 0.417
H -0.3912 0.9724 1.2077 0.262
H 1.3088 0.5911 1.5297 -0.360
H 0.0292 1.1505 -1.2525 -0.722
H 2.2593 -0.1128 -1.4615 -0.236
H 2.9724 1.1080 -0.4114 -0.072
H 2.4050 1.5605 -1.9499 -0.343
H 0.7550 3.2563 -1.2269 -0.341
H -0.1218 2.9984 0.0932 -0.048
C -3.4197 4.2021 2.1106 -0.552
O -2.3790 3.8158 2.9855 -0.230
C -1.2067 4.5775 2.7968 -0.433
C -0.0838 4.2052 3.7560 0.973
C 0.0587 4.9626 5.0753 -1.790
N 1.1700 4.4756 3.0199 -0.523
H -4.1933 3.4591 2.2819 0.213
H -3.0662 4.1661 1.0762 0.144
H -3.8965 5.1644 2.3181 0.279
H -0.8856 4.3907 1.7642 0.081
H -1.4065 5.6510 2.9066 0.278
H -0.1148 3.1276 3.9624 -0.012
H 0.8802 4.5373 5.6569 0.443
H -0.8124 4.8713 5.7252 0.420
H 0.3072 6.0030 4.8664 0.405
H 1.9489 4.3961 3.6567 0.292
H 1.2964 3.8576 2.2243 -0.051
```


From most stable to least stable, the computed energies give model x, model w.


Model w:
Below is an isolated molecule of C8H12, with properties calculated with ωB97M-V/def2-TZVPD.

Results
- Spin multiplicity: 1
- E_HOMO: -7.22 eV
- Lowest unoccupied orbital energy: -1.0202 eV

Structure (XYZ):
```
20
Properties=species:S:1:pos:R:3:mulliken_charge:R:1
C -1.9632 1.6517 -0.8568 -1.361
C -1.5039 0.1803 -0.6865 0.471
C -2.1420 -0.5053 0.3882 -1.090
C 0.7378 -0.8192 -0.2303 -0.368
C -0.3522 -0.1106 0.2978 0.459
C -0.0793 0.5530 1.6456 -1.257
C 3.1973 -1.0498 -0.4286 -0.863
C 2.0759 -0.3579 -0.1186 0.045
H -2.4902 1.9181 0.0546 0.339
H -1.0046 2.1944 -0.9191 0.283
H -2.5817 1.7934 -1.7346 0.398
H -1.2154 -0.2207 -1.6594 0.481
H -2.4473 -1.5557 0.3702 0.144
H 0.5631 -1.7431 -0.7834 0.397
H -0.0626 -0.2667 2.3657 0.306
H 0.8755 1.0783 1.6897 0.420
H -0.9104 1.1821 1.9483 0.364
H 4.1563 -0.5743 -0.3065 0.280
H 3.1592 -1.9325 -1.0526 0.269
H 2.1359 0.6720 0.2168 0.284
```


Model x:
Below is an isolated molecule of C8H12, with properties calculated with ωB97M-V/def2-TZVPD.

Results
- Spin multiplicity: 1
- E_HOMO: -9.00 eV
- Lowest unoccupied orbital energy: 1.0332 eV

Structure (XYZ):
```
20
Properties=species:S:1:pos:R:3:mulliken_charge:R:1
C -1.6767 -1.5529 0.0250 -0.676
C -0.3532 -1.4277 -0.1451 -0.285
C 0.3646 -0.1073 -0.0139 0.271
C 1.3616 -0.0277 0.8887 -0.086
C 1.7265 -1.0886 1.8761 -1.203
C -0.1210 0.9516 -0.8974 0.369
C 0.3010 0.9996 -2.1641 -0.955
C -1.1538 1.8705 -0.3121 -1.000
H -2.2391 -0.7697 0.5165 0.182
H -2.2019 -2.4451 -0.2877 0.298
H 0.1112 -2.1216 -0.8439 0.283
H 1.7245 0.9684 1.0597 0.383
H 0.8532 -1.5173 2.3392 0.359
H 2.2702 -1.8715 1.3441 0.281
H 2.3111 -0.6244 2.6770 0.348
H 1.2228 0.7231 -2.6583 0.305
H -0.3184 1.5661 -2.8679 0.259
H -0.6847 2.6057 0.3337 0.277
H -1.5338 2.5072 -1.1173 0.375
H -1.9640 1.3616 0.2478 0.213
```


From most stable to least stable, the computed energies give model x, model w.